Here is a molecular structure, C22H20BrN4O7Sc from the OMol25 dataset. Energies are from wB97M-V/def2-TZVPD.

Properties
E_LUMO ... -0.21 eV
Maximum force ... 0.429 eV Å⁻¹
Molar mass ... 577.28 g mol⁻¹
Energy above the lowest of the compared OMol25 structures with the same formula, charge and spin ... 0.000 eV

The geometry in XYZ format:
```
55
Properties=species:S:1:pos:R:3:forces:R:3:nbo_charge:R:1
Sc -0.1820 -0.5746 -0.2038 0.349 0.163 -0.187 1.750
O -1.1031 0.5799 -2.0885 -0.030 -0.006 -0.033 -0.721
C -2.0028 -0.1461 -2.9311 0.020 0.007 0.040 -0.076
C -3.0516 -0.7358 -2.0147 0.006 0.016 -0.046 -0.236
N -2.4500 -1.5680 -0.9678 0.024 -0.004 -0.034 -0.463
C -2.0300 -2.8757 -1.4843 0.028 0.030 0.019 -0.348
C -0.6713 -2.8303 -2.1789 -0.087 -0.089 -0.018 0.785
O -0.3769 -3.6768 -2.9983 0.033 0.024 -0.003 -0.632
O 0.0939 -1.8677 -1.7729 -0.068 -0.038 0.147 -0.825
C -3.3149 -1.7253 0.2034 0.015 -0.016 -0.017 -0.339
C -2.5325 -1.5899 1.5117 0.016 0.052 -0.015 0.799
O -3.0680 -1.8752 2.5594 0.000 0.001 0.016 -0.621
O -1.3280 -1.1141 1.3780 -0.128 -0.216 0.006 -0.841
H -0.2567 0.7233 -2.5352 -0.002 -0.009 0.024 0.522
H -2.4792 0.5346 -3.6403 0.002 0.004 0.002 0.188
H -1.4640 -0.9112 -3.4906 -0.012 -0.002 -0.006 0.197
H -3.5704 0.0897 -1.5261 0.001 0.004 -0.008 0.214
H -3.7829 -1.2952 -2.6135 -0.009 -0.014 0.034 0.196
H -1.9108 -3.5563 -0.6376 -0.004 -0.013 -0.009 0.233
H -2.7747 -3.3111 -2.1582 -0.008 -0.005 0.005 0.211
H -4.0753 -0.9453 0.2124 -0.008 -0.005 0.021 0.223
H -3.8415 -2.6822 0.2060 -0.019 0.010 -0.009 0.218
C 3.8644 -2.9294 -0.7968 0.015 -0.011 -0.017 -0.247
C 4.7608 -2.2254 -0.0173 0.028 -0.012 -0.007 -0.144
C 4.2682 -1.3183 0.9029 -0.029 0.026 0.009 -0.223
C 2.8964 -1.1428 1.0069 -0.015 0.005 -0.030 0.189
N 2.0245 -1.7837 0.2168 0.076 -0.056 -0.023 -0.448
C 2.5123 -2.6637 -0.6593 -0.083 0.017 0.038 0.096
C 2.2978 -0.2551 2.0328 -0.031 -0.033 -0.027 0.178
C 3.0086 0.1753 3.1476 0.036 0.010 0.023 -0.181
C 2.3568 0.9075 4.1210 -0.007 -0.011 -0.021 -0.159
C 1.0027 1.1586 3.9717 0.026 0.008 0.020 -0.255
C 0.3717 0.6921 2.8351 -0.056 -0.007 -0.005 0.091
N 1.0052 0.0288 1.8667 0.023 0.069 0.127 -0.462
H 4.1932 -3.6567 -1.5252 -0.002 -0.003 0.001 0.229
H 5.8272 -2.3750 -0.1224 0.001 0.003 0.001 0.222
H 4.9434 -0.7402 1.5152 0.002 0.005 -0.002 0.220
H 1.7929 -3.1538 -1.2968 -0.008 -0.004 -0.007 0.235
H 4.0498 -0.0828 3.2666 0.000 0.000 0.003 0.214
H 2.8913 1.2515 4.9965 0.004 -0.001 0.000 0.222
H 0.4388 1.6909 4.7243 -0.011 -0.001 -0.007 0.228
H -0.6919 0.8287 2.6966 -0.002 -0.009 -0.017 0.223
Br -3.2322 1.7036 1.1023 -0.020 0.005 0.010 0.094
C -1.6078 2.6161 0.7748 0.067 -0.047 -0.021 0.173
C -1.5617 3.9699 1.0677 -0.005 0.023 0.004 -0.275
C -0.3683 4.6349 0.8510 -0.022 0.025 0.016 -0.142
C 0.7089 3.9293 0.3456 0.049 -0.054 -0.026 -0.214
C 0.5521 2.5829 0.0730 0.005 0.062 0.031 0.112
N -0.5922 1.9184 0.2975 -0.059 0.078 0.008 -0.482
C 1.7053 1.7867 -0.5246 -0.046 0.038 0.000 0.767
O 2.8136 2.2852 -0.5403 0.039 0.014 0.007 -0.622
O 1.3546 0.6392 -0.9799 -0.080 -0.036 -0.020 -0.799
H -2.4373 4.4693 1.4541 0.002 0.005 0.000 0.240
H -0.2839 5.6910 1.0717 -0.019 -0.001 0.003 0.227
H 1.6710 4.3799 0.1505 -0.001 0.000 0.002 0.257
```
Forces are in eV/Å.

***

Here is 2 unconnected molecules or ions with the total composition C22H20Cl2NO in a non-equilibrium geometry from the OMol25 dataset. Energies are from wB97M-V/def2-TZVPD.

Properties
E_LUMO ... -5.80 eV
Maximum force ... 2.162 eV Å⁻¹
Charge ... +1
Molar mass ... 385.31 g mol⁻¹
Energy above the lowest of the compared OMol25 structures with the same formula, charge and spin ... 0.000 eV

The geometry in XYZ format:
```
46
Properties=species:S:1:pos:R:3:forces:R:3:nbo_charge:R:1
Cl -6.9281 4.3525 -0.7504 -0.030 -0.045 -0.057 0.098
C -5.4492 3.5043 -0.6608 0.705 -0.444 0.137 0.035
C -5.4401 2.0989 -0.6085 0.343 0.068 -0.046 -0.242
C -4.2304 1.4152 -0.5017 0.214 0.210 0.127 -0.132
C -2.9853 2.1078 -0.4335 -0.639 0.628 0.063 -0.078
C -1.7168 1.4356 -0.3342 0.092 0.556 -0.614 0.043
C -0.5093 2.0869 -0.5551 -0.123 0.239 -0.105 -0.326
C 0.7440 1.4829 -0.4729 -0.160 0.177 -0.143 0.086
C 1.9733 2.2137 -0.5636 0.419 0.334 -0.117 -0.178
C 3.2086 1.5144 -0.6164 -0.103 0.094 0.167 -0.091
C 4.4242 2.1832 -0.6614 -0.252 0.083 -0.043 -0.245
C 4.4450 3.5892 -0.6708 -0.650 -0.554 -0.041 0.042
Cl 5.9337 4.4192 -0.7297 0.016 -0.001 0.013 0.103
C 3.2437 4.3158 -0.6411 -0.537 -0.288 0.009 -0.242
C 2.0253 3.6418 -0.5875 0.421 -0.125 0.054 -0.104
C -3.0428 3.5342 -0.4702 -0.351 -0.074 -0.104 -0.136
C -4.2447 4.2236 -0.6011 0.335 -0.437 0.053 -0.241
H -6.3883 1.5668 -0.6562 0.281 0.055 0.020 0.252
H -4.2339 0.3243 -0.4703 -0.041 0.279 -0.010 0.228
H -1.6808 0.3719 -0.1400 -0.011 0.100 0.025 0.225
H -0.5519 3.1372 -0.8659 0.109 -0.518 0.319 0.216
H 0.7890 0.3915 -0.3655 0.019 0.340 0.146 0.243
H 3.1809 0.4232 -0.6052 0.119 0.283 -0.008 0.236
H 5.3603 1.6336 -0.6940 -0.173 0.093 0.006 0.252
H 3.2725 5.4035 -0.6587 -0.002 -0.269 0.030 0.250
H 1.1043 4.2248 -0.5329 0.384 -0.141 -0.029 0.222
H -2.1242 4.1119 -0.3684 -0.374 -0.099 -0.041 0.218
H -4.2607 5.3099 -0.6483 0.000 -0.246 0.079 0.249
C 2.9852 -6.4914 1.2739 -0.653 0.336 -0.494 -0.256
O 2.0248 -6.0195 0.2999 0.475 -0.381 0.308 -0.500
C 1.2212 -4.9585 0.5593 -0.317 0.476 0.542 0.286
C 0.3414 -4.5999 -0.4890 0.676 -0.387 0.779 -0.234
C -0.4801 -3.5025 -0.3591 0.132 0.469 0.537 -0.262
C -0.4449 -2.7089 0.8161 1.174 -1.815 -0.037 0.202
N -1.1442 -1.5273 0.8449 -0.635 1.556 -0.066 -0.871
C 0.3734 -3.1322 1.8926 -0.697 0.646 -0.588 -0.267
C 1.2014 -4.2421 1.7785 0.153 -0.725 -0.935 -0.287
H 3.4894 -7.3060 0.7484 -0.003 0.166 0.309 0.211
H 3.7013 -5.7032 1.5450 -0.163 -0.147 -0.095 0.179
H 2.4821 -6.8673 2.1758 0.103 0.075 -0.215 0.183
H 0.3549 -5.2301 -1.3752 -0.089 0.232 0.093 0.234
H -1.1287 -3.2274 -1.1905 0.061 0.029 0.192 0.204
H -1.1395 -0.9500 1.6781 -0.206 -0.491 -0.179 0.390
H -1.9350 -1.4128 0.2187 0.224 -0.447 0.560 0.372
H 0.3603 -2.5665 2.8276 -0.004 -0.128 -0.260 0.207
H 1.8187 -4.5725 2.6193 -0.241 0.238 -0.340 0.227
```
Forces are in eV/Å.